(1)
Here is a 2-piece molecular cluster, C31H41BN3O5 overall at a distorted geometry from the OMol25 dataset. Energies are from the ωB97M-V functional and the def2-TZVPD basis.

Positions of all 81 atoms, in Å:
C 0.81 5.28 -1.40
O 2.09 5.26 -0.78
C 2.42 4.23 0.02
C 3.66 4.36 0.71
C 4.04 3.38 1.60
N 3.30 2.26 1.80
B 4.21 1.39 2.70
H 0.78 0.08 3.60
C 2.06 2.18 1.22
C 1.61 3.10 0.27
H 0.79 6.26 -1.85
H 0.73 4.51 -2.16
H 0.01 5.19 -0.67
H 4.33 5.20 0.55
H 4.98 3.38 2.16
H 4.29 0.29 2.24
H 3.73 1.48 3.80
H 1.43 1.32 1.44
H 0.64 2.95 -0.26
C -4.38 0.57 -4.73
O -3.07 0.79 -5.32
C -2.01 0.95 -4.49
C -2.03 0.90 -3.09
C -0.87 0.57 -2.40
C -0.94 0.16 -0.96
C -0.75 -1.36 -0.81
C -1.92 -2.19 -1.35
O -2.30 -2.26 -2.53
N -2.45 -2.88 -0.30
C -3.65 -3.67 -0.46
C -1.89 -2.56 1.00
C -2.86 -1.70 1.82
C -1.54 -3.84 1.78
N -0.71 -1.80 0.58
C 0.26 -1.39 1.42
C 0.26 -1.59 2.76
C 1.21 -0.92 3.66
C 1.30 -1.17 5.13
C 2.30 -0.55 5.90
C 2.31 -0.73 7.27
C 1.30 -1.47 7.88
C 0.24 -1.99 7.11
C 0.23 -1.81 5.73
C 0.37 0.55 -3.05
C 0.42 0.73 -4.44
O 1.53 0.59 -5.22
C 2.82 0.44 -4.60
C -0.76 1.01 -5.15
O -0.73 1.15 -6.50
C -0.72 -0.06 -7.32
H -5.06 0.53 -5.59
H -4.41 -0.40 -4.18
H -4.66 1.40 -4.05
H -2.98 1.00 -2.55
H -0.16 0.66 -0.37
H -1.92 0.42 -0.51
H 0.18 -1.67 -1.33
H -3.84 -3.77 -1.52
H -3.50 -4.66 -0.01
H -4.50 -3.20 0.04
H -3.20 -0.84 1.22
H -3.73 -2.32 2.08
H -2.41 -1.34 2.74
H -0.94 -4.51 1.15
H -0.99 -3.63 2.70
H -2.48 -4.35 2.05
H 1.12 -0.91 0.90
H -0.69 -1.81 3.27
H 2.24 -0.95 3.24
H 3.09 0.03 5.41
H 3.14 -0.34 7.86
H 1.31 -1.66 8.95
H -0.54 -2.59 7.54
H -0.57 -2.21 5.10
H 1.27 0.34 -2.48
H 3.52 0.44 -5.43
H 3.04 1.28 -3.92
H 2.88 -0.51 -4.04
H -0.79 0.31 -8.34
H 0.22 -0.60 -7.15
H -1.59 -0.68 -7.07

## Properties
Charge: +1
HOMO-LUMO gap in eV: 4.599



(2)
Here is a 2-piece molecular cluster, C4H10N2O overall at a distorted geometry from the OMol25 dataset. Energies are from the ωB97M-V functional and the def2-TZVPD basis.

Positions of all 17 atoms, in Å:
C 1.08 -0.24 -0.81
C 1.73 -0.12 0.53
N 0.53 0.86 -1.34
C 0.42 -2.28 -1.13
N 1.18 -1.34 -1.57
H 0.03 0.73 -2.21
H 0.15 1.56 -0.70
H 0.49 -3.18 -1.76
H 2.71 0.34 0.38
H 1.85 -1.11 0.96
H 1.15 0.51 1.20
C -1.96 0.35 1.04
O -1.27 1.58 0.83
H -1.71 2.28 1.32
H -1.98 0.08 2.10
H -2.98 0.40 0.66
H -1.42 -0.42 0.50

## Properties
HOMO-LUMO gap in eV: 6.903
Energy above the lowest of the compared OMol25 structures with the same formula, charge and spin in kcal per mole: 105.79



(3)
Here is C50H28I4N6SbSe4Ta as an isolated structure at a distorted geometry from the OMol25 dataset. Energies are from the ωB97M-V functional and the def2-TZVPD basis.

Positions of all 94 atoms, in Å:
Ta -0.12 -0.08 0.23
I -8.63 -3.40 4.07
C -6.74 -2.89 3.27
C -5.60 -3.08 4.03
C -4.37 -2.72 3.52
C -4.28 -2.17 2.24
C -5.42 -2.00 1.48
C -6.66 -2.36 1.99
C -2.96 -1.74 1.74
C -2.51 -2.29 0.53
C -3.20 -3.26 -0.25
C -2.50 -3.42 -1.41
C -1.34 -2.61 -1.31
C -0.19 -2.70 -2.12
C -0.23 -2.72 -3.56
C -1.44 -2.45 -4.23
C -1.45 -2.09 -5.56
C -0.25 -2.01 -6.25
I -0.24 -1.32 -8.24
C 0.95 -2.33 -5.64
C 0.96 -2.68 -4.31
C 1.05 -2.68 -1.41
N 1.32 -1.82 -0.41
C 2.59 -2.10 0.02
C 3.33 -1.30 0.89
C 4.73 -1.69 1.12
C 5.14 -2.09 2.39
C 6.44 -2.49 2.61
C 7.35 -2.49 1.56
I 9.34 -3.09 1.90
C 6.95 -2.09 0.29
C 5.65 -1.70 0.08
C 2.83 -0.16 1.54
C 3.60 0.71 2.37
C 2.74 1.60 2.93
C 1.43 1.23 2.47
N 1.52 0.22 1.57
C 0.24 1.64 3.08
C -0.92 0.86 3.02
C -2.11 1.06 3.80
C -2.96 0.05 3.49
C -2.31 -0.74 2.47
N -1.07 -0.23 2.22
C 0.29 2.83 3.96
C 0.73 4.05 3.45
C 0.76 5.17 4.24
C 0.37 5.09 5.56
I 0.40 6.81 6.78
C -0.04 3.88 6.10
C -0.07 2.75 5.30
C 3.07 -3.27 -0.66
C 2.13 -3.61 -1.58
N -1.36 -1.92 -0.12
H -5.67 -3.50 5.03
H -3.48 -2.87 4.11
H -5.36 -1.56 0.50
H -7.54 -2.21 1.40
H -4.09 -3.78 0.05
H -2.71 -4.10 -2.22
H -2.38 -2.42 -3.70
H -2.38 -1.81 -6.01
H 1.88 -2.26 -6.17
H 1.90 -2.86 -3.82
H 4.44 -2.10 3.21
H 6.74 -2.82 3.59
H 7.66 -2.10 -0.53
H 5.34 -1.39 -0.91
H 4.67 0.65 2.50
H 2.94 2.38 3.64
H -2.29 1.88 4.47
H -3.95 -0.12 3.85
H 1.04 4.12 2.41
H 1.09 6.12 3.83
H -0.33 3.82 7.14
H -0.36 1.81 5.73
H 4.00 -3.76 -0.45
H 2.12 -4.45 -2.24
Se -1.62 3.95 -2.88
Sb -1.90 1.62 -2.47
Se -2.22 1.09 0.03
Se 0.36 0.39 -2.06
Se -3.42 0.37 -3.81
N 2.72 7.53 -1.10
C 2.28 6.49 -0.91
C 1.78 5.19 -0.61
C 2.64 4.09 -0.61
C 2.13 2.86 -0.27
N 0.86 2.67 0.08
C 0.04 3.72 0.06
C 0.44 5.00 -0.28
H 3.68 4.20 -0.88
H 2.77 1.98 -0.28
H -1.00 3.55 0.33
H -0.28 5.80 -0.30

## Properties
HOMO-LUMO gap in eV: 5.055



(4)
Here is an isolated ion of composition C3H5O2S and charge -1 at a distorted geometry from the OMol25 dataset. Energies are from the ωB97M-V functional and the def2-TZVPD basis.

Positions of all 11 atoms, in Å:
O -0.81 2.16 -0.24
C -0.95 1.12 -0.93
O -1.47 0.99 -2.05
C -0.38 -0.19 -0.28
C 0.77 0.01 0.69
S 1.27 -1.55 1.50
H -0.11 -0.87 -1.08
H -1.26 -0.54 0.26
H 0.58 0.76 1.45
H 1.60 0.46 0.13
H 0.75 -2.36 0.55

## Properties
Charge: -1
HOMO-LUMO gap in eV: 7.338
Energy above the lowest of the compared OMol25 structures with the same formula, charge and spin in kcal per mole: 1.96
SMILES: O=C([O-])CCS



(5)
Here is one molecule with the formula C21H23NO6S at a distorted geometry from the OMol25 dataset. Energies are from the ωB97M-V functional and the def2-TZVPD basis.

Positions of all 52 atoms, in Å:
C -5.81 0.04 0.32
H -5.73 0.27 -0.74
O -4.61 0.29 1.01
C -3.50 -0.42 0.67
C -3.44 -1.36 -0.36
C -2.25 -2.01 -0.62
C -1.09 -1.71 0.10
C -1.17 -0.78 1.14
C -2.36 -0.15 1.42
H -2.43 0.57 2.22
H -0.30 -0.56 1.74
C 0.16 -2.41 -0.29
O 0.15 -3.51 -0.79
C 1.46 -1.64 -0.08
C 2.28 -2.27 1.05
C 3.51 -1.38 1.34
N 3.97 -0.69 0.16
S 4.06 0.96 0.19
O 4.66 1.37 -1.05
O 4.69 1.32 1.43
C 2.37 1.57 0.25
C 1.64 1.66 -0.92
C 0.30 2.01 -0.86
C -0.28 2.32 0.37
C 0.48 2.25 1.54
C 1.80 1.86 1.48
H 2.41 1.80 2.36
H 0.00 2.50 2.47
O -1.59 2.70 0.48
C -2.21 3.01 -0.75
C -1.82 1.98 -1.81
H -2.29 2.21 -2.77
O -0.43 2.01 -2.02
H -2.13 0.98 -1.47
H -3.28 3.01 -0.56
H -1.89 4.01 -1.08
H 2.11 1.46 -1.87
C 3.76 -1.38 -1.09
C 2.28 -1.68 -1.37
H 2.19 -2.68 -1.81
H 1.86 -0.96 -2.08
H 4.19 -0.73 -1.86
H 4.34 -2.30 -1.06
H 3.27 -0.62 2.08
H 4.32 -2.00 1.74
H 2.60 -3.26 0.74
H 1.69 -2.37 1.96
H 1.23 -0.61 0.18
H -2.19 -2.74 -1.41
H -4.31 -1.60 -0.95
H -6.55 0.69 0.77
H -6.14 -1.00 0.44

## Properties
HOMO-LUMO gap in eV: 9.189
Energy above the lowest of the compared OMol25 structures with the same formula, charge and spin in kcal per mole: 65.55
SMILES: COc1ccc(C(=O)C2CCN(S(=O)(=O)c3ccc4c(c3)OCCO4)CC2)cc1



(6)
Here is one molecule with the formula C4H9N at a distorted geometry from the OMol25 dataset. Energies are from the ωB97M-V functional and the def2-TZVPD basis.

Positions of all 14 atoms, in Å:
C -1.64 -1.21 0.51
C -0.89 -0.10 1.18
C 0.11 0.78 0.54
N 1.13 0.07 -0.25
C 1.17 0.61 -1.67
H -1.89 -0.96 -0.52
H -1.70 -2.25 0.82
H -1.37 0.31 2.09
H -0.30 -1.08 1.15
H 0.63 1.45 1.22
H 0.39 -0.64 -0.34
H 1.41 1.64 -1.58
H 2.01 0.13 -2.19
H 0.29 0.31 -2.23

## Properties
HOMO-LUMO gap in eV: 6.758
Energy above the lowest of the compared OMol25 structures with the same formula, charge and spin in kcal per mole: 146.15



The highest HOMO-LUMO gap belongs to which entry?
C21H23NO6S